1.
A structure of composition C15H16FeO5. Source: OMol25; level of theory: ωB97M-V/def2-TZVPD.

Positions of all 37 atoms, in Å:
Fe: -0.486 -2.340 6.287
O: -1.728 -4.892 5.739
O: 2.295 -0.320 0.981
O: -1.302 1.722 0.621
O: -0.386 -3.582 8.903
O: -3.081 -1.827 7.608
C: -2.618 -0.205 0.420
C: -0.211 -0.526 5.277
C: 1.277 0.368 0.799
C: 1.273 -2.817 5.452
C: -0.045 -0.285 0.825
C: -1.148 -3.883 5.743
C: -1.270 0.477 0.633
C: -2.079 -1.787 7.012
C: 0.001 -1.750 0.591
C: 0.773 -2.460 4.091
C: 1.440 1.842 0.522
C: -0.324 -1.489 4.277
C: -0.238 -3.026 7.888
C: 0.865 -0.558 6.179
C: 1.559 -1.749 6.331
H: 1.737 -3.792 5.600
H: -0.988 -2.199 0.472
H: 0.522 -2.271 1.407
H: -3.049 0.177 -0.518
H: 1.049 0.278 6.859
H: -0.945 0.282 5.344
H: 0.453 -3.355 3.527
H: 2.086 2.287 1.286
H: -3.298 0.094 1.232
H: 1.572 -1.981 3.500
H: 1.941 1.971 -0.449
H: -2.580 -1.292 0.373
H: 0.581 -1.954 -0.328
H: 0.475 2.347 0.508
H: -1.106 -1.404 3.510
H: 2.261 -1.892 7.156

Values from the calculation:
Total energy (eV): -60432.660
Spin multiplicity: 5
Charge: 0
<S²>: 6.141
Energy relative to the best compared isomer or geometry (same formula, charge and spin) (kJ/mol): 0.0
Gap between HOMO and LUMO (spin up / spin down) (eV): 6.339 / 5.894

Atomic partial charges in e from the Mulliken method, atoms 1 to 2: atom 1 (Fe): 0.505, atom 2 (O): -0.381


2.
An isolated molecule of H3N3O. Source: OMol25; level of theory: ωB97M-V/def2-TZVPD.

Positions of all 7 atoms, in Å:
O: -0.834 1.656 0.048
N: -1.362 -0.500 -0.420
N: 0.801 0.246 0.140
N: -0.518 0.458 -0.091
H: -2.271 -0.197 -0.361
H: 1.291 1.172 0.014
H: 1.472 -0.529 -0.018

Values from the calculation:
Total energy (eV): -6562.653
Charge: 0
Energy relative to the best compared isomer or geometry (same formula, charge and spin) (kJ/mol): 264.1
Gap between HOMO and LUMO (eV): 10.599
SMILES: [H]/N=[N+](/N)[O-]

Atomic partial charges in e from the Mulliken method, atoms 1 to 2: atom 1 (O): -0.634, atom 2 (N): -0.710


3.
A structure of composition C28H41HfN5Si. Source: OMol25; level of theory: ωB97M-V/def2-TZVPD.

Positions of all 76 atoms, in Å:
Hf: 1.235 0.178 0.303
Si: 1.514 3.491 -0.827
N: 1.783 -1.015 2.157
N: 3.101 -2.379 3.254
N: 3.046 -1.140 -0.185
N: 4.846 -2.178 0.506
N: -0.737 -0.068 0.044
C: 0.218 -1.315 -1.686
C: 5.047 -1.878 -0.824
C: -1.980 -0.230 -2.131
C: -2.001 -3.159 -1.839
C: 2.744 4.879 -0.965
C: 3.931 -1.227 -1.239
C: 3.636 -1.724 0.850
C: -0.816 -1.488 -3.949
C: 1.234 -1.245 3.408
C: 0.453 3.351 -2.355
C: 0.053 -2.217 -2.920
C: -2.179 -1.158 -3.334
C: -3.608 0.778 2.306
C: -1.501 1.412 3.330
C: 2.910 -1.724 2.108
C: -1.552 0.363 1.113
C: -0.867 0.921 2.202
C: -1.801 -2.245 -0.621
C: -2.871 -2.445 -2.877
C: -2.892 1.314 3.366
C: 0.417 3.755 0.676
C: -1.134 -0.937 -1.067
C: 2.045 -2.088 4.093
C: -2.933 0.308 1.173
C: -0.644 -3.503 -2.461
C: -5.107 0.695 2.352
C: 2.366 1.821 -0.582
C: -0.732 2.037 4.457
H: 1.052 3.170 -3.250
H: -5.546 1.158 1.468
H: -1.004 3.086 4.572
H: 2.220 5.832 -1.067
H: -5.436 -0.345 2.374
H: 3.380 4.946 -0.080
H: 3.709 -0.829 -2.214
H: 3.392 4.763 -1.835
H: 0.951 3.577 1.617
H: -0.468 3.111 0.660
H: -0.780 -4.165 -3.318
H: -0.119 4.265 -2.526
H: -0.321 -0.573 -4.289
H: -2.758 -2.043 -0.142
H: 0.047 4.781 0.734
H: 0.825 -1.891 -0.955
H: -1.474 0.691 -2.437
H: -0.940 -2.126 -4.826
H: -3.851 -2.213 -2.451
H: -1.166 -2.734 0.129
H: -3.507 -0.086 0.347
H: 0.235 1.040 2.223
H: -2.796 -0.647 -4.075
H: 3.186 1.926 0.155
H: 0.773 -0.400 -2.013
H: 5.951 -2.155 -1.338
H: -2.943 0.061 -1.710
H: 1.034 -2.445 -3.342
H: -5.508 1.194 3.232
H: 5.512 -2.646 1.103
H: 1.977 -2.506 5.082
H: -3.425 1.682 4.235
H: 3.858 -3.009 3.474
H: 0.345 1.991 4.287
H: 2.842 1.533 -1.528
H: -0.018 -4.039 -1.740
H: -3.045 -3.102 -3.732
H: -0.950 1.542 5.404
H: -0.269 2.536 -2.259
H: 0.303 -0.797 3.708
H: -2.492 -4.076 -1.511

Values from the calculation:
Total energy (eV): -46326.331
Charge: +2
Gap between HOMO and LUMO (eV): 6.593

Atomic partial charges in e from the Mulliken method, atoms 1 to 2: atom 1 (Hf): 0.508, atom 2 (Si): 0.050


4.
A cluster of 2 separate species, H4O2 in total. Source: OMol25; level of theory: ωB97M-V/def2-TZVPD.

Positions of all 6 atoms, in Å:
O: 1.502 -0.108 0.075
O: -1.398 0.043 -0.092
H: 0.593 -0.047 -0.243
H: 1.856 0.634 -0.409
H: -2.081 -0.637 0.089
H: -1.203 0.571 0.703

Values from the calculation:
Total energy (eV): -4159.825
Charge: 0
Energy relative to the best compared isomer or geometry (same formula, charge and spin) (kJ/mol): 11.0
Gap between HOMO and LUMO (eV): 11.961
SMILES: O.O

Atomic partial charges in e from the Mulliken method, atoms 1 to 2: atom 1 (O): -0.645, atom 2 (O): -0.697


5.
A cluster of 2 separate species, C11H18 in total. Source: OMol25; level of theory: ωB97M-V/def2-TZVPD.

Positions of all 29 atoms, in Å:
C: 0.980 1.458 -0.703
C: 0.184 -1.400 2.750
C: -0.309 1.890 -0.956
C: -1.317 -1.123 0.837
C: 1.431 0.143 -1.238
C: -0.576 0.000 -2.545
C: -0.749 -0.447 2.065
C: 2.842 -0.139 -1.039
C: -1.146 1.159 -1.871
C: 0.711 -0.519 -2.220
C: -1.834 -0.050 3.120
H: 1.113 -1.413 -2.687
H: -2.163 -1.855 1.125
H: -1.775 -0.356 0.228
H: 3.402 0.162 -0.196
H: -0.492 -1.533 0.361
H: -1.333 0.321 4.089
H: -1.049 -0.504 -3.325
H: -2.264 -1.019 3.319
H: 1.208 -1.605 2.309
H: -0.330 0.587 1.653
H: -2.635 0.502 2.745
H: -0.798 2.652 -0.374
H: 1.574 2.029 -0.102
H: 3.243 0.088 -1.996
H: 2.940 -1.280 -0.975
H: -2.264 1.124 -1.873
H: -0.191 -2.465 2.681
H: 0.513 -1.263 3.822

Values from the calculation:
Total energy (eV): -11696.860
Charge: 0
Energy relative to the best compared isomer or geometry (same formula, charge and spin) (kJ/mol): 233.5
Gap between HOMO and LUMO (eV): 9.498
SMILES: Cc1ccccc1.CC(C)C

Atomic partial charges in e from the Mulliken method, atoms 1 to 2: atom 1 (C): -0.972, atom 2 (C): -1.361


6.
An isolated molecule of C9H10N2O2. Source: OMol25; level of theory: ωB97M-V/def2-TZVPD.

Positions of all 23 atoms, in Å:
O: 2.887 -0.899 -1.440
O: 3.177 -1.998 0.353
N: 1.045 2.148 0.943
N: 2.638 -1.136 -0.286
C: 0.142 -0.928 0.240
C: 1.691 -0.275 0.458
C: 0.508 0.965 -1.245
C: -0.382 -2.124 0.774
C: -0.425 -0.028 -0.716
C: -1.724 -2.314 0.411
C: -1.708 -0.430 -1.081
C: 1.514 1.146 -0.078
C: -2.379 -1.470 -0.500
H: 0.040 2.094 1.086
H: -2.361 -3.050 0.973
H: 1.999 -0.380 1.573
H: -3.453 -1.601 -0.693
H: 2.423 1.521 -0.405
H: 0.247 1.950 -1.660
H: 1.467 2.135 1.862
H: 0.318 -2.714 1.512
H: -2.282 0.143 -1.771
H: 1.255 0.458 -1.942

Values from the calculation:
Total energy (eV): -16562.431
Spin multiplicity: 3
Charge: 0
<S²>: 2.050
Energy relative to the best compared isomer or geometry (same formula, charge and spin) (kJ/mol): 318.0
Gap between HOMO and LUMO (spin up / spin down) (eV): 5.597 / 6.886

Atomic partial charges in e from the Mulliken method, atoms 1 to 2: atom 1 (O): -0.611, atom 2 (O): -0.630